*a*
# C3H12N2O2

A 2-piece molecular cluster, C3H12N2O2 overall (the ωB97M-V functional and the def2-TZVPD basis, the OMol25 dataset).

Gap between HOMO and LUMO (eV): 10.2289
SMILES: NC[C@@H](N)CO.O
Highest occupied orbital energy (eV): -9.45
Total charge: 0

Geometry (Å):
H -1.160 0.718 2.438
N 0.974 -2.029 -0.051
H -1.353 0.392 -0.383
C 0.309 -0.345 1.471
C 0.481 -0.617 -0.009
O -0.472 -0.106 -2.181
H -1.527 -1.249 -0.818
H -0.913 0.697 -2.469
O 0.370 2.579 -0.968
H 0.258 2.069 -0.154
C -0.794 -0.434 -0.845
H -0.570 1.584 1.219
H 0.144 -2.618 0.002
H -0.192 -1.149 2.005
N -0.303 0.929 1.940
H 0.977 2.041 -1.489
H 1.288 -2.178 -1.008
H 1.313 -0.297 1.868
H 1.170 0.013 -0.567


*b*
# C3H12N2O2

A 2-piece molecular cluster, C3H12N2O2 overall (the ωB97M-V functional and the def2-TZVPD basis, the OMol25 dataset).

Gap between HOMO and LUMO (eV): 10.1285
SMILES: NC[C@@H](N)CO.O
Highest occupied orbital energy (eV): -9.42
Total charge: 0

Geometry (Å):
C -0.950 0.252 0.751
H 0.108 1.392 -0.810
H -1.958 -0.144 1.070
H -2.681 1.326 -1.132
H -1.599 2.020 -2.251
C -0.633 -0.435 -1.724
N 0.808 -0.939 -1.534
N -1.764 1.875 -1.229
H 1.358 -0.875 -2.322
H -1.416 2.021 1.461
H -0.880 -0.281 -2.824
H 3.988 -2.548 1.804
H -0.213 -0.481 0.949
O -0.758 1.360 1.664
O 3.458 -2.524 2.561
H 1.295 -0.311 -0.895
H 2.921 -1.745 2.391
H -1.455 -1.115 -1.518
C -0.813 0.766 -0.758


*c*
# C3H12N2O2

A 2-piece molecular cluster, C3H12N2O2 overall (the ωB97M-V functional and the def2-TZVPD basis, the OMol25 dataset).

Gap between HOMO and LUMO (eV): 9.4578
SMILES: NCNCCO.O
Highest occupied orbital energy (eV): -8.66
Total charge: 0

Geometry (Å):
C 1.745 -0.625 0.622
C 1.444 -0.877 -0.875
H 1.323 1.291 0.193
N 1.432 0.727 1.028
H -3.929 -0.389 -2.393
O 0.080 -1.378 -0.983
H -1.681 1.369 0.586
C 0.135 0.909 1.696
H -0.290 -0.063 1.949
H 1.330 0.080 -1.392
H -2.383 -0.587 -2.325
O -3.157 -0.318 -1.825
H 0.296 1.454 2.627
H 2.826 -0.798 0.697
H 2.065 -1.581 -1.416
H 1.268 -1.465 1.120
H -0.555 -0.802 -0.548
N -0.789 1.654 0.942
H -0.796 2.655 0.995


Bottom line: *a*, by a margin of 30.1 kJ/mol.


*a*
# C6H13N

An isolated molecule of C6H13N (the ωB97M-V functional and the def2-TZVPD basis, the OMol25 dataset).

Gap between HOMO and LUMO (eV): 7.4140
SMILES: CC/C=C\NCC
Highest occupied orbital energy (eV): -6.63
Total charge: 0

Geometry (Å):
H -3.281 -1.272 -1.739
H -2.759 -0.537 1.168
H -1.643 1.159 -0.516
H 0.993 0.525 1.173
H 3.039 -0.743 0.048
H -1.867 -1.850 0.286
C 0.046 0.034 -0.504
C -1.280 0.190 -0.143
C 2.497 0.189 -0.028
N 1.111 -0.061 0.360
H -3.515 0.257 -1.016
C -2.294 -0.850 0.210
H -4.410 -1.151 -0.259
C 3.306 1.175 0.842
H 2.531 0.593 -1.030
H 0.434 0.193 -1.544
H 2.805 2.165 0.931
C -3.523 -0.806 -0.773
H 3.276 0.865 1.905
H 4.344 1.236 0.527


*b*
# C6H13N

C6H13N as an isolated structure (the ωB97M-V functional and the def2-TZVPD basis, the OMol25 dataset).

Gap between HOMO and LUMO (eV): 4.5596
Highest occupied orbital energy (eV): -6.07
Total charge: 0

Geometry (Å):
C -0.655 -0.194 1.533
H 0.570 1.054 -1.439
H -0.448 0.128 2.553
H 3.227 -1.187 -0.755
H -1.188 -1.111 -1.691
C 0.170 0.769 0.673
C -1.124 -0.094 -1.319
C 2.535 -0.344 -0.862
H -1.498 0.673 -1.980
H 2.833 0.186 -1.777
H -2.496 -1.270 1.240
H -1.966 -0.060 -0.290
H 1.137 0.938 1.129
H -2.733 0.500 1.495
H -0.371 1.717 0.592
N 1.193 -0.822 -0.863
H -0.193 -1.145 1.468
C -2.053 -0.277 1.122
C 0.266 0.197 -0.785
H 2.794 0.341 -0.044


Bottom line: *a*, by a margin of 265.6 kJ/mol.


*a*
# C6H13N

An isolated molecule of C6H13N (the ωB97M-V functional and the def2-TZVPD basis, the OMol25 dataset).

Gap between HOMO and LUMO (eV): 10.2727
SMILES: C=CCCCCN
Highest occupied orbital energy (eV): -9.26
Total charge: 0

Geometry (Å):
H -0.434 -2.015 1.781
H -0.533 2.691 -3.088
H -0.318 -0.651 -1.588
H -0.894 1.062 0.707
H -2.225 0.397 -0.212
C -0.964 1.937 -1.054
H 1.029 0.000 2.202
C -1.164 0.707 -0.273
C 1.140 -0.622 0.093
H 2.343 -1.112 1.671
C -0.687 1.775 -2.445
H 0.964 -2.717 2.086
H -0.276 0.761 -2.739
H 1.710 0.411 0.012
H 1.706 -1.331 -0.590
N 0.527 -1.869 2.303
C -0.340 -0.561 -0.583
H -1.537 2.862 -0.551
H -0.831 -1.419 -0.196
C 1.282 -0.879 1.658


*b*
# C6H13N

An isolated molecule of C6H13N (the ωB97M-V functional and the def2-TZVPD basis, the OMol25 dataset).

Gap between HOMO and LUMO (eV): 9.8441
SMILES: C/C=C(\C)CCN
Highest occupied orbital energy (eV): -8.78
Total charge: 0

Geometry (Å):
N 2.207 1.744 -1.365
C -0.355 -0.296 0.560
H 0.736 0.390 -1.924
H 0.004 1.753 -1.376
H 0.132 -2.042 -0.697
C -1.260 0.353 1.555
H 2.381 2.474 -0.692
H 1.760 -0.150 0.159
H -1.221 -0.154 2.519
H -1.090 1.430 1.613
C -1.792 -2.247 0.223
H 1.125 1.250 1.022
C 0.890 0.513 0.263
H -2.330 0.397 1.324
H -2.135 -2.880 -0.595
C -0.489 -1.498 -0.006
H -2.586 -1.496 0.283
H 2.310 2.155 -2.283
C 0.905 1.148 -1.142
H -1.749 -2.788 1.171


*c*
# C6H13N

A 2-piece molecular cluster, C6H13N overall (the ωB97M-V functional and the def2-TZVPD basis, the OMol25 dataset).

Gap between HOMO and LUMO (eV): 8.6313
Highest occupied orbital energy (eV): -8.56
Total charge: 0

Geometry (Å):
H -0.198 -2.395 0.894
C -1.208 0.057 -0.669
C -1.414 -0.442 0.735
H 1.354 0.382 -0.676
H -2.087 0.362 -1.252
H 0.023 3.187 -1.001
H 0.039 1.797 -2.201
H 2.673 2.145 0.632
H -1.315 -3.603 0.174
C 0.906 1.273 -0.232
H 1.147 2.722 1.341
N -0.539 1.257 -0.166
H -2.463 -0.206 1.011
H -0.550 -0.568 -1.293
H 0.042 -4.151 1.180
C 1.663 1.846 0.937
C -0.276 -3.400 0.453
H 1.747 1.099 1.733
C 0.103 2.113 -1.160
H 0.352 -3.475 -0.440


Bottom line: *b*, by a margin of 171.6 kJ/mol.


*a*
# C6H13N

A 3-piece molecular cluster, C6H13N overall (the ωB97M-V functional and the def2-TZVPD basis, the OMol25 dataset).

Gap between HOMO and LUMO (eV): 8.0311
Highest occupied orbital energy (eV): -7.88
Total charge: 0

Geometry (Å):
H 0.936 -0.092 0.194
N -1.307 1.723 1.020
H -1.828 0.337 -0.958
C 0.805 0.713 1.543
H -2.318 1.641 1.117
C 0.796 -1.859 -1.420
H 0.969 2.642 0.671
H 0.488 0.276 -1.568
C -1.390 -0.645 -1.133
H 0.406 -2.231 -2.375
C -0.679 0.769 1.593
H -1.714 -0.882 -2.152
C 0.112 -0.579 -1.005
H -1.173 -0.030 2.160
H -1.787 -1.429 -0.485
H 2.548 1.976 1.448
H 1.867 -1.738 -1.582
H 1.174 0.199 2.437
C 1.503 1.866 1.199
H 0.593 -2.660 -0.705


*b*
# C6H13N

A 2-piece molecular cluster, C6H13N overall (the ωB97M-V functional and the def2-TZVPD basis, the OMol25 dataset).

Gap between HOMO and LUMO (eV): 6.3049
Highest occupied orbital energy (eV): -8.08
Total charge: 0

Geometry (Å):
H -2.654 2.199 0.266
H -2.677 1.677 1.974
H 2.113 -0.877 0.525
H 0.355 -2.790 -0.416
H 0.349 -2.208 1.292
C -0.761 1.295 0.942
H -1.115 1.191 -1.095
C -0.434 0.910 -0.283
C 1.306 -0.979 -0.237
H -0.796 -1.536 0.066
N 1.899 -1.566 -1.416
C 0.222 -1.935 0.238
H 1.793 1.013 -0.561
H 2.840 -1.958 -1.309
C 0.902 0.424 -0.755
C -2.066 2.085 1.171
H -1.766 3.098 1.457
H -0.209 -1.754 -1.805
H -0.109 1.453 1.798
H 0.808 0.257 -1.852


Bottom line: *a*, by a margin of 326.3 kJ/mol.


*a*
# C6H13N

An isolated molecule of C6H13N (the ωB97M-V functional and the def2-TZVPD basis, the OMol25 dataset).

Gap between HOMO and LUMO (eV): 10.5970
SMILES: C=CCC[C@@H](C)N
Highest occupied orbital energy (eV): -9.45
Total charge: 0

Geometry (Å):
H 2.289 2.278 -0.932
H 0.762 2.726 -0.048
H -0.162 -1.616 -0.066
C 0.048 0.298 0.792
C -0.743 -1.014 0.635
H -0.844 -1.550 1.573
H -3.819 -1.675 -0.932
H -0.712 1.095 0.746
C -2.778 -1.731 -0.640
N 2.000 -0.451 -0.449
C 1.569 2.003 -0.156
H 2.669 -0.357 0.312
H 2.185 2.010 0.748
C 0.984 0.603 -0.352
H 2.576 -0.278 -1.271
C -2.127 -0.821 0.058
H 0.534 0.424 1.758
H 0.439 0.627 -1.298
H -2.606 0.084 0.421
H -2.263 -2.654 -0.900


*b*
# C6H13N

An isolated molecule of C6H13N (the ωB97M-V functional and the def2-TZVPD basis, the OMol25 dataset).

Gap between HOMO and LUMO (eV): 9.6505
SMILES: C=CCCCNC
Highest occupied orbital energy (eV): -8.44
Total charge: 0

Geometry (Å):
C 0.146 -1.490 0.348
H 2.421 2.052 -0.401
H 1.402 1.163 -1.662
N -1.029 0.701 0.634
H -1.966 -1.044 0.308
H -0.226 -2.506 0.196
C -2.298 1.402 0.535
C 1.444 -1.293 -0.437
C -1.031 -0.580 -0.034
C 2.129 -0.008 -0.100
H -0.251 1.304 0.423
H 2.800 -0.045 0.755
H 1.190 -1.330 -1.501
H -1.109 -0.548 -1.129
H -2.575 1.586 -0.508
H 0.219 -1.437 1.432
H -3.061 0.753 0.973
C 1.967 1.136 -0.741
H 2.084 -2.139 -0.196
H -2.258 2.325 1.104


*c*
# C6H13N

C6H13N as an isolated structure (the ωB97M-V functional and the def2-TZVPD basis, the OMol25 dataset).

Gap between HOMO and LUMO (eV): 7.3389
Highest occupied orbital energy (eV): -7.45
Total charge: 0

Geometry (Å):
H -1.158 -0.875 -0.952
H 2.609 1.743 0.417
H -0.114 -3.471 -0.840
H -0.801 2.362 0.348
H 1.959 -0.319 0.908
C 1.718 1.952 -0.180
H 0.423 -3.370 -0.344
N 2.185 -1.194 -0.029
H -2.431 -1.627 0.051
H -2.628 0.970 0.948
C -0.648 1.295 0.319
H 1.407 2.979 0.024
H 2.064 1.904 -1.204
C 1.063 -0.446 0.162
C -1.759 0.348 0.703
H -1.500 -0.157 1.625
H -2.843 -0.307 -1.065
C -2.068 -0.703 -0.396
H 1.907 -2.021 -0.577
C 0.617 0.939 0.081


*d*
# C6H13N

An isolated molecule of C6H13N (the ωB97M-V functional and the def2-TZVPD basis, the OMol25 dataset).

Gap between HOMO and LUMO (eV): 8.2723
Highest occupied orbital energy (eV): -7.32
Total charge: 0

Geometry (Å):
H 0.916 3.181 0.134
C 0.136 1.415 1.078
C -0.050 2.782 0.462
C -0.954 -2.504 -1.270
H -1.649 -2.583 -2.111
C -0.494 -1.062 -1.074
H 1.343 -1.566 -0.029
H 1.256 0.196 2.410
H -0.751 2.767 -0.381
H -1.467 -2.881 -0.377
H 1.651 0.812 -0.258
C 1.429 1.035 1.717
H 0.003 -0.701 -1.985
H -0.809 0.942 1.370
N 0.910 0.436 0.320
H -1.359 -0.406 -0.906
H -0.106 -3.169 -1.474
H -0.022 -1.232 1.044
H -0.443 3.463 1.225
C 0.461 -0.928 0.106


Bottom line: *a*, by a margin of 27.8 kJ/mol.